Density functional theory data (ωB97M-V/def2-TZVPD) for a gas-phase ion, C35H44N3O2S (charge +1) in a non-equilibrium geometry.

XYZ file:
```
85
Properties=species:S:1:pos:R:3:lowdin_charge:R:1
C -1.65 2.76 0.42 -0.09
H 3.73 -3.42 -3.75 0.12
H 2.01 -2.33 -2.30 0.12
C 5.38 -2.80 -2.49 -0.28
C -3.00 -2.13 2.61 -0.22
H -4.88 -2.87 0.85 0.10
H 7.37 -3.12 -3.21 0.08
H 2.60 -1.56 3.98 0.06
H 2.93 -3.34 3.77 0.06
H 2.93 0.31 0.22 0.16
H -0.04 -3.25 1.30 0.11
C -2.53 6.31 1.50 -0.07
C 0.91 2.00 -3.60 0.01
C -0.80 3.05 -0.83 -0.16
C -4.55 4.97 1.49 -0.08
H -2.64 3.92 -4.27 0.10
H -2.34 1.93 0.21 0.13
H 3.55 -4.46 2.10 0.06
C -3.92 6.20 1.69 -0.08
O -2.23 4.68 -2.04 0.09
H 4.86 -3.86 1.02 0.06
H -4.50 7.08 1.97 0.10
H -4.88 -3.27 4.73 0.10
H 4.28 -2.17 4.01 0.07
H -2.31 2.27 -4.86 0.09
C -1.79 5.19 1.12 -0.04
H 0.78 1.75 -4.66 0.09
C -1.56 3.65 -2.02 -0.36
C 4.83 -1.24 -0.72 -0.08
C 6.40 -3.63 -3.20 -0.05
H 5.13 -0.60 0.11 0.11
N -0.25 1.84 -1.41 -0.01
H 3.20 -4.05 0.37 0.07
N -4.31 -2.50 2.85 -0.21
C 3.48 -1.32 -1.09 -0.23
H -0.97 0.61 2.95 0.12
C 5.77 -2.02 -1.40 -0.03
C 4.04 -2.85 -2.87 -0.02
C -0.77 -2.56 1.74 -0.02
H -0.39 -0.46 -2.98 0.07
C 0.57 1.03 -0.69 -0.05
C -1.87 3.15 -4.40 -0.01
H 6.54 -4.59 -2.69 0.09
C -2.55 -0.84 3.00 0.01
H -5.98 -2.06 4.02 0.09
C 1.02 -0.74 1.77 -0.40
H -0.96 2.42 1.21 0.11
H -6.17 -3.01 2.08 0.09
H -1.05 0.37 -4.40 0.09
H -4.28 2.87 0.99 0.11
H 6.82 -1.99 -1.09 0.12
C 1.34 0.03 -1.17 -0.05
H -4.40 -1.55 4.71 0.08
C -1.00 0.39 -3.30 0.00
C 1.85 -1.43 0.73 -0.18
H 1.18 3.06 -3.51 0.10
C -2.43 3.96 0.90 -0.24
C 2.44 -0.54 -0.30 -0.32
H -4.96 -4.31 1.92 0.09
C -0.41 1.74 -2.86 -0.48
C -0.36 -1.25 2.05 -0.15
C -5.11 -3.22 1.87 -0.06
C 3.08 -2.18 -2.11 -0.03
H -0.71 5.25 0.96 0.11
H -3.25 -0.16 3.50 0.12
N -1.36 2.82 -3.09 -0.03
H -2.01 0.26 -2.90 0.10
H 1.32 -0.27 -2.22 0.08
C 3.79 -3.79 1.26 -0.23
H -5.64 4.88 1.62 0.10
H -1.08 3.53 -5.05 0.10
H 0.64 1.30 0.36 0.12
C -1.28 -0.40 2.70 0.00
O 1.45 0.27 2.34 0.06
H 0.00 3.77 -0.54 0.16
C -3.80 3.85 1.13 -0.05
C -2.06 -2.99 1.98 0.00
S 3.51 -2.08 1.83 1.11
H -2.02 7.26 1.65 0.11
H 1.73 1.39 -3.19 0.07
H 1.45 -2.38 0.34 0.12
H 6.09 -3.85 -4.22 0.08
C -4.92 -2.33 4.15 -0.05
H -2.37 -4.01 1.72 0.12
C 3.29 -2.32 3.59 -0.25
```

Charge   +1
E   -2072.76021 hartree
HOMO   -10.2 eV

Density functional theory data (ωB97M-V/def2-TZVPD) for 2 unconnected molecules or ions with the total composition C11H15N in a non-equilibrium geometry.

XYZ file:
```
27
Properties=species:S:1:pos:R:3:lowdin_charge:R:1
H -3.92 1.43 3.41 0.06
H -0.97 0.72 2.00 0.09
N 1.71 0.25 -2.40 0.07
H -1.66 2.15 0.21 0.09
H -4.81 1.38 1.25 0.05
H -5.23 0.36 3.72 0.06
H 3.27 -1.61 1.09 0.08
C -0.40 0.66 1.08 -0.10
C -4.31 0.47 3.12 -0.17
C 1.17 -0.47 -0.35 -0.14
C -0.81 1.51 0.02 -0.09
C 0.53 -0.33 0.89 -0.03
H 3.40 -1.00 -2.69 0.12
H -3.85 -0.12 1.07 0.05
C 3.22 -2.02 0.09 -0.05
H 1.54 0.40 -3.39 0.15
C 2.59 -0.73 -2.03 -0.08
H 4.22 -2.16 -0.30 0.07
H -3.75 -0.42 3.39 0.06
H -0.45 2.02 -2.03 0.11
H -5.55 -0.20 1.44 0.06
C 0.79 0.40 -1.38 -0.21
C 2.34 -1.19 -0.78 -0.22
H 0.80 -0.96 1.73 0.11
C -0.19 1.38 -1.20 -0.03
H 2.77 -3.02 0.20 0.08
C -4.65 0.39 1.62 -0.17
```

ΔE to the lowest compared entry with this formula, charge and spin   0.481 eV
E   -482.89751 hartree
SMILES   Cc1c[nH]c2ccccc12.CC
HOMO   -7.8 eV